Entry from the OMol25 dataset: one molecule with the formula C4H5NO2 at a distorted geometry (the ωB97M-V functional and the def2-TZVPD basis).

For the maximum force, the calculation gives 2.8 eV/A. For the total energy, the calculation gives -9808.343 eV. The HOMO-LUMO gap (alpha / beta) is 8.817 / 7.295 eV.

Each atom is followed by the atoms it is bonded to, with distances in Å.
Geometry (Å):
1 O -1.699 0.420 0.232  C6 1.312
2 O 1.046 0.448 2.308  C5 1.205
3 N 0.078 0.948 -0.860  C4 1.461, C6 1.418
4 C -0.004 -0.326 -1.572  N3 1.461, C7 1.526, H8 1.088, H12 1.092
5 C 0.100 0.928 1.736  O2 1.205, C6 1.531, H11 1.107
6 C -0.394 0.432 0.374  O1 1.312, N3 1.418, C5 1.531, C7 1.655
7 C 0.384 -0.905 -0.214  C4 1.526, C6 1.655, H9 1.092, H10 1.088
8 H -1.002 -0.605 -1.903  C4 1.088
9 H -0.140 -1.795 0.142  C7 1.092
10 H 1.454 -0.920 -0.019  C7 1.088
11 H -0.525 1.726 2.181  C5 1.107
12 H 0.702 -0.349 -2.404  C4 1.092

Charges obtained by natural (NBO) population analysis, quoted in units of e: -0.3414 -0.4879 -0.1329 -0.3010 0.4124 0.1714 -0.3641 0.2308 0.2309 0.2443 0.1259 0.2115